## P
{"formula": "C5H9Br2P", "method": "ωB97M-V/def2-TZVPD", "lumo_ev": 0.124, "homo_lumo_gap_ev": 8.15, "smiles": "C=CP(Br)C(C)(C)Br", "symbols": ["C", "C", "P", "Br", "C", "C", "C", "Br", "H", "H", "H", "H", "H", "H", "H", "H", "H"], "xyz": [[1.882, 2.069, -0.325], [0.775, 2.314, -0.992], [-0.675, 1.086, -0.965], [-2.242, 2.199, 0.074], [-1.041, -0.812, 0.217], [-0.172, -1.757, -0.569], [-0.661, -0.607, 1.641], [-2.867, -1.017, -0.320], [2.801, 2.579, -0.416], [1.862, 1.193, 0.379], [0.691, 3.153, -1.703], [-0.410, -1.839, -1.614], [0.944, -1.512, -0.565], [-0.089, -2.788, -0.314], [-0.523, -1.567, 2.119], [-1.371, -0.009, 2.272], [0.396, -0.202, 1.748]]}

***

## Q
{"formula": "C5H9Br2P", "method": "ωB97M-V/def2-TZVPD", "lumo_ev": 0.097, "homo_lumo_gap_ev": 8.96, "symbols": ["C", "C", "C", "C", "C", "P", "Br", "Br", "H", "H", "H", "H", "H", "H", "H", "H", "H"], "xyz": [[0.668, -0.466, 2.549], [-0.125, 0.268, 1.797], [-0.208, -1.539, -0.846], [-1.142, 0.838, -1.160], [-0.053, -0.063, -0.531], [1.713, 0.488, -0.501], [1.866, 0.852, -2.755], [1.450, 2.662, 0.080], [0.690, -0.445, 3.656], [1.459, -1.007, 2.178], [-0.993, 0.869, 1.984], [-1.132, -1.722, -0.295], [-0.541, -1.900, -1.792], [0.680, -2.000, -0.482], [-1.976, 0.946, -0.403], [-1.469, 0.330, -2.020], [-0.885, 1.890, -1.459]]}

***

Stability summary: most stable P, least stable Q.

***

## P
{"formula": "C7H7F", "method": "ωB97M-V/def2-TZVPD", "lumo_ev": 0.065, "homo_lumo_gap_ev": 8.06, "symbols": ["C", "C", "C", "C", "C", "C", "C", "F", "H", "H", "H", "H", "H", "H", "H"], "xyz": [[-0.799, 1.452, 0.058], [-2.260, 1.332, 0.233], [-0.137, 0.279, -0.026], [-2.762, 0.121, 0.146], [-0.774, -0.990, -0.013], [-0.619, -2.273, -0.007], [1.342, 0.298, -0.265], [-3.957, -0.262, 0.141], [-0.253, 2.466, -0.017], [-2.715, 2.317, 0.331], [-1.435, -2.904, -0.286], [0.414, -2.731, 0.321], [1.793, -0.463, -0.956], [1.890, 0.275, 0.804], [1.720, 1.235, -0.617]]}

***

## Q
{"formula": "C7H7F", "method": "ωB97M-V/def2-TZVPD", "lumo_ev": 0.971, "homo_lumo_gap_ev": 11.00, "smiles": "C#C[C@@H]1C=C[C@H](F)C1", "symbols": ["C", "C", "C", "C", "C", "C", "F", "C", "H", "H", "H", "H", "H", "H", "H"], "xyz": [[-2.886, -0.553, -0.587], [-1.966, -0.213, 0.070], [-0.613, 0.052, 0.548], [-0.124, 1.356, -0.115], [1.183, 1.239, -0.304], [1.711, -0.183, 0.214], [2.875, -0.707, -0.566], [0.399, -1.104, 0.062], [-3.896, -0.606, -1.100], [-0.337, 0.178, 1.716], [-1.008, 2.110, -0.438], [1.972, 1.997, -0.538], [2.123, -0.185, 1.173], [-0.003, -1.392, -0.972], [0.568, -1.989, 0.836]]}

***

## R
{"formula": "C7H7F", "method": "ωB97M-V/def2-TZVPD", "lumo_ev": [-0.256, -0.210], "homo_lumo_gap_ev": [7.59, 8.17], "smiles": "FC1=C2C[C@H]2CC=C1", "symbols": ["F", "C", "C", "C", "C", "C", "C", "C", "H", "H", "H", "H", "H", "H", "H"], "xyz": [[-3.035, -0.520, -0.106], [-1.759, -0.123, -0.124], [-0.437, -1.194, 0.429], [0.565, -1.985, -0.270], [0.942, -0.624, 0.341], [1.017, 0.700, -0.319], [-0.125, 1.610, 0.166], [-1.422, 1.245, 0.250], [0.839, -2.790, 0.362], [0.539, -1.960, -1.348], [1.631, -0.671, 1.164], [1.028, 0.494, -1.337], [2.009, 1.366, -0.263], [0.291, 2.516, 0.547], [-2.082, 1.936, 0.509]]}

***

Stability summary: most stable Q, least stable R.

***

## P
{"formula": "C3H8OS", "method": "ωB97M-V/def2-TZVPD", "lumo_ev": 0.840, "homo_lumo_gap_ev": 9.82, "smiles": "OCCCS", "symbols": ["O", "C", "C", "C", "S", "H", "H", "H", "H", "H", "H", "H", "H"], "xyz": [[0.422, -2.304, 0.584], [0.560, -1.169, -0.189], [0.012, 0.066, 0.606], [-0.810, 1.080, -0.055], [0.080, 1.651, -1.438], [1.160, -2.399, 1.102], [1.623, -0.921, -0.520], [-0.049, -1.370, -1.128], [-0.634, -0.523, 1.291], [0.809, 0.388, 1.291], [-1.793, 0.780, -0.320], [-0.896, 1.870, 0.595], [-0.484, 2.851, -1.818]]}

***

## Q
{"formula": "C3H8OS", "method": "ωB97M-V/def2-TZVPD", "lumo_ev": 0.843, "homo_lumo_gap_ev": 9.80, "smiles": "OCCCS", "symbols": ["O", "C", "C", "C", "S", "H", "H", "H", "H", "H", "H", "H", "H"], "xyz": [[-1.439, -0.224, -1.303], [-0.383, -1.066, -0.817], [-0.026, -0.576, 0.574], [0.265, 0.917, 0.556], [1.215, 1.436, 2.009], [-1.483, -0.317, -2.267], [0.505, -0.981, -1.468], [-0.788, -2.078, -0.870], [0.747, -1.195, 1.026], [-0.951, -0.657, 1.163], [0.859, 1.152, -0.337], [-0.663, 1.461, 0.388], [2.143, 2.129, 1.347]]}

***

Stability summary: most stable Q, least stable P.

***

## P
{"formula": "C3H8OS", "method": "ωB97M-V/def2-TZVPD", "lumo_ev": 0.750, "homo_lumo_gap_ev": 9.47, "smiles": "C=CO.CS", "symbols": ["C", "C", "O", "H", "H", "H", "H", "C", "S", "H", "H", "H", "H"], "xyz": [[-1.090, -0.486, 2.141], [-1.175, -1.544, 1.303], [-0.739, -1.584, 0.033], [-1.827, -0.427, 2.926], [-0.236, 0.175, 2.258], [-1.684, -2.448, 1.623], [-0.195, -0.796, -0.094], [0.904, 1.608, -1.606], [1.430, 0.141, -2.558], [1.275, 1.722, -0.596], [1.120, 2.559, -2.097], [-0.175, 1.462, -1.553], [2.393, -0.383, -1.781]]}

***

## Q
{"formula": "C3H8OS", "method": "ωB97M-V/def2-TZVPD", "lumo_ev": 0.872, "homo_lumo_gap_ev": 9.80, "smiles": "C=O.CCS", "symbols": ["C", "O", "H", "H", "C", "C", "S", "H", "H", "H", "H", "H", "H"], "xyz": [[-4.202, -0.130, -0.938], [-3.278, 0.621, -1.023], [-4.669, -0.650, -1.785], [-4.694, -0.395, 0.030], [2.016, 0.571, 1.140], [1.577, 0.213, -0.285], [1.570, -1.580, -0.584], [2.913, 0.007, 1.400], [2.270, 1.624, 1.197], [1.245, 0.298, 1.849], [2.253, 0.701, -0.985], [0.560, 0.582, -0.410], [2.438, -1.861, 0.394]]}

***

## R
{"formula": "C3H8OS", "method": "ωB97M-V/def2-TZVPD", "lumo_ev": 0.344, "homo_lumo_gap_ev": 9.03, "smiles": "C=O.CCS", "symbols": ["C", "O", "H", "H", "C", "C", "S", "H", "H", "H", "H", "H", "H"], "xyz": [[-2.316, -0.090, 2.065], [-1.572, 0.846, 2.265], [-2.160, -0.586, 1.060], [-2.543, -0.826, 2.841], [1.715, -0.338, -1.542], [0.613, -0.146, -0.514], [0.456, 1.668, 0.007], [2.591, 0.011, -0.995], [1.805, -1.438, -1.809], [1.538, 0.272, -2.436], [0.949, -0.671, 0.379], [-0.364, -0.536, -0.767], [-0.711, 1.833, -0.553]]}

***

Stability summary: most stable Q, least stable R.

***

## P
{"formula": "C3H4ClN3O", "method": "ωB97M-V/def2-TZVPD", "lumo_ev": 0.706, "homo_lumo_gap_ev": 11.07, "smiles": "O=CN1N=NC[C@H]1Cl", "symbols": ["O", "C", "N", "N", "N", "C", "C", "Cl", "H", "H", "H", "H"], "xyz": [[1.129, -0.801, -2.368], [0.434, 0.109, -2.016], [0.023, 0.318, -0.737], [-0.748, 1.326, -0.319], [-0.986, 1.319, 0.873], [-0.370, 0.192, 1.571], [0.328, -0.630, 0.497], [-0.408, -2.214, 0.208], [0.044, 0.897, -2.682], [-1.162, -0.363, 2.075], [0.310, 0.592, 2.325], [1.406, -0.745, 0.575]]}

***

## Q
{"formula": "C3H4ClN3O", "method": "ωB97M-V/def2-TZVPD", "lumo_ev": 0.342, "homo_lumo_gap_ev": 9.42, "smiles": "Cn1[nH]c(=O)nc1Cl", "symbols": ["C", "N", "N", "C", "O", "N", "C", "Cl", "H", "H", "H", "H"], "xyz": [[-1.193, -1.036, -0.203], [-0.348, -0.305, 0.617], [-0.184, 1.052, 0.534], [0.949, 1.576, -0.034], [1.155, 2.746, -0.264], [1.849, 0.482, -0.255], [1.297, -0.597, 0.105], [1.774, -2.137, -0.042], [-1.037, -2.066, 0.107], [-2.158, -0.528, -0.219], [-1.141, -0.765, -1.315], [-0.964, 1.579, 0.968]]}

***

Stability summary: most stable P, least stable Q.

***

## P
{"formula": "C3H4O2S", "method": "ωB97M-V/def2-TZVPD", "lumo_ev": 0.533, "homo_lumo_gap_ev": 9.86, "symbols": ["C", "C", "C", "O", "O", "S", "H", "H", "H", "H"], "xyz": [[0.346, -2.356, -0.996], [0.012, -1.506, -0.209], [-0.622, 1.299, 0.189], [0.773, -0.577, 2.016], [0.411, 1.778, -0.708], [-0.439, -0.525, 1.240], [0.529, -2.951, -1.909], [1.289, 1.557, -0.369], [-1.607, 1.338, -0.455], [-0.692, 1.943, 1.200]]}

***

## Q
{"formula": "C3H4O2S", "method": "ωB97M-V/def2-TZVPD", "lumo_ev": [-0.568, -2.536], "homo_lumo_gap_ev": [9.65, 5.64], "symbols": ["C", "C", "C", "O", "O", "S", "H", "H", "H", "H"], "xyz": [[0.251, -1.478, 0.425], [-0.395, -0.320, 0.831], [-1.433, -0.012, -0.253], [0.492, -2.519, -0.020], [-0.209, 0.359, 1.827], [4.176, 0.175, -0.005], [-1.074, -0.243, -1.253], [-1.672, 1.045, -0.181], [-2.335, -0.593, -0.065], [5.036, -0.010, 0.985]]}

***

Stability summary: most stable Q, least stable P.

***

## P
{"formula": "C3H4O2S", "method": "ωB97M-V/def2-TZVPD", "lumo_ev": 0.461, "homo_lumo_gap_ev": 9.71, "smiles": "O=C=CC=O.S", "symbols": ["O", "C", "C", "C", "O", "H", "H", "S", "H", "H"], "xyz": [[1.487, 3.743, 1.073], [0.974, 2.741, 1.221], [0.445, 1.559, 1.233], [0.989, 0.149, 1.490], [0.290, -0.814, 1.463], [-0.602, 1.558, 0.969], [2.013, 0.083, 1.964], [-0.252, -2.242, -1.081], [-1.527, -2.048, -1.189], [0.089, -1.268, -1.929]]}

***

## Q
{"formula": "C3H4O2S", "method": "ωB97M-V/def2-TZVPD", "lumo_ev": -0.209, "homo_lumo_gap_ev": 10.28, "smiles": "CC#C[SH](=O)=O", "symbols": ["C", "C", "C", "S", "O", "O", "H", "H", "H", "H"], "xyz": [[-1.986, 0.185, 0.737], [-0.648, 0.270, 0.233], [0.471, -0.205, -0.108], [2.030, -0.217, -0.734], [2.007, -0.117, -2.181], [2.656, -1.385, -0.168], [-2.778, 0.617, -0.085], [-2.284, -0.769, 0.973], [-2.115, 0.810, 1.524], [2.648, 0.811, -0.191]]}

***

Stability summary: most stable P, least stable Q.